Molecular formula: C32H55IN8O
Method: DFT, wB97M-V/def2-TZVPD

```
! wB97M-V def2-TZVPD RIJCOSX def2/J DEFGRID3
* xyz 0 1
I -2.691 -3.214 0.425
O -4.694 -2.289 -2.034
N 0.738 1.226 -2.472
N -0.662 6.074 -10.449
N 5.712 -4.695 4.396
N 0.453 -5.877 1.563
N -3.027 -1.713 -3.550
N -3.413 3.381 -3.243
N -0.181 -2.074 3.240
N 2.436 2.000 3.052
C -0.518 2.190 -4.548
C 0.849 -2.447 3.586
C -0.953 1.459 2.352
C -1.206 6.840 -6.783
C 5.628 -4.003 6.912
C 7.021 -1.900 6.577
C 0.191 3.389 -5.182
C -0.339 -5.638 2.360
C 1.324 1.843 3.292
C -1.338 -5.350 3.387
C -2.284 -2.711 -1.576
C 0.209 1.648 -3.400
C -3.530 -2.268 -2.364
C -5.139 2.854 -1.358
C -1.056 -6.099 4.694
C 0.362 7.633 -8.622
C 5.709 -2.481 7.086
C -1.123 -7.612 4.535
C 3.260 -2.491 3.011
C 0.301 4.568 -4.224
C -1.613 -1.313 -3.324
C -1.431 -1.463 -1.808
C 5.668 -4.393 5.503
C -0.208 6.759 -9.648
C -4.567 1.851 -0.346
C -1.008 2.705 1.477
C 0.240 7.026 -7.220
C -4.212 0.510 -0.973
C -4.169 3.174 -2.404
C -0.088 1.625 3.604
C 3.055 -3.027 1.599
C 2.162 -2.959 3.973
H -0.155 8.594 -8.666
H -1.396 3.562 2.032
H 7.141 -2.074 5.507
H 1.182 3.089 -5.527
H 3.294 -1.399 2.999
H -0.950 -8.111 5.489
H -0.071 -5.808 5.068
H -1.959 1.192 2.680
H 7.057 -0.824 6.746
H 5.587 -2.259 8.148
H -1.746 7.789 -6.790
H -0.380 3.680 -6.067
H -0.159 0.726 4.219
H 3.016 -4.117 1.595
H 2.369 -2.630 4.994
H -1.656 2.537 0.616
H 0.906 4.317 -3.351
H 2.125 -2.656 1.164
H -2.320 -5.627 2.995
H -0.401 -1.487 -1.456
H -1.254 6.436 -5.772
H 4.214 -2.843 3.403
H -5.309 1.712 0.441
H -0.652 1.390 -5.281
H -3.683 2.288 0.125
H 0.760 7.684 -6.521
H -1.402 -0.308 -3.682
H 1.408 7.817 -8.874
H 2.115 -4.051 3.983
H -1.786 -5.768 5.434
H 4.707 -4.393 7.348
H -0.444 2.463 4.208
H -6.031 2.448 -1.838
H -1.732 6.149 -7.445
H -0.581 0.613 1.772
H 6.459 -4.490 7.426
H -0.973 -2.019 -3.867
H 7.873 -2.350 7.090
H -3.839 -0.188 -0.223
H -0.370 -7.967 3.830
H 3.875 -2.715 0.952
H -5.431 3.781 -0.862
H -1.349 -4.271 3.549
H -0.020 2.966 1.097
H -3.640 -0.981 -3.884
H -1.511 2.469 -4.192
H 4.870 -2.015 6.566
H 0.763 6.067 -7.201
H -1.977 -0.632 -1.343
H -0.687 4.874 -3.874
H -3.435 0.628 -1.733
H -5.079 0.048 -1.448
H -1.877 -3.569 -2.122
H 0.770 5.419 -4.718
H -2.102 -7.923 4.166
*
```

As for the SMILES: O=C1NCC[C@H]1I.CCCC#N.CCCC#N.CCCC#N.CCCC#N.CCCC#N.CCCC#N.CCCC#N. The HOMO-LUMO gap is 0.35549 Eh. As for the HOMO energy: -9.3 eV.